{
  "formula": "C79H168F12N11O8S4",
  "method": "ωB97M-V/def2-TZVPD",
  "species": ["C", "C", "C", "C", "N", "C", "C", "C", "C", "C", "H", "H", "H", "H", "H", "H", "H", "H", "H", "H", "H", "H", "H", "H", "H", "H", "H", "H", "H", "H", "C", "C", "C", "C", "N", "C", "C", "C", "C", "C", "H", "H", "H", "H", "H", "H", "H", "H", "H", "H", "H", "H", "H", "H", "H", "H", "H", "H", "H", "H", "C", "C", "C", "C", "N", "C", "C", "C", "C", "C", "H", "H", "H", "H", "H", "H", "H", "H", "H", "H", "H", "H", "H", "H", "H", "H", "H", "H", "H", "H", "C", "C", "C", "N", "C", "C", "C", "C", "C", "H", "H", "H", "H", "H", "H", "H", "H", "H", "H", "H", "H", "H", "H", "H", "H", "H", "H", "C", "C", "C", "N", "C", "C", "C", "C", "C", "H", "H", "H", "H", "H", "H", "H", "H", "H", "H", "H", "H", "H", "H", "H", "H", "H", "H", "C", "C", "C", "N", "C", "C", "C", "C", "C", "H", "H", "H", "H", "H", "H", "H", "H", "H", "H", "H", "H", "H", "H", "H", "H", "H", "H", "C", "C", "C", "N", "C", "C", "C", "C", "C", "H", "H", "H", "H", "H", "H", "H", "H", "H", "H", "H", "H", "H", "H", "H", "H", "H", "H", "C", "C", "C", "N", "C", "C", "C", "C", "C", "H", "H", "H", "H", "H", "H", "H", "H", "H", "H", "H", "H", "H", "H", "H", "H", "H", "H", "C", "C", "C", "N", "C", "C", "C", "C", "C", "H", "H", "H", "H", "H", "H", "H", "H", "H", "H", "H", "H", "H", "H", "H", "H", "H", "H", "C", "F", "F", "F", "S", "O", "O", "N", "S", "O", "O", "C", "F", "F", "F", "C", "F", "F", "F", "S", "O", "O", "N", "S", "O", "O", "C", "F", "F", "F"],
  "xyz": [[2.9172, -3.1287, -0.6685], [2.8461, -4.6762, -0.7547], [1.5882, -5.2803, -0.0417], [1.4598, -6.8165, -0.1330], [0.5259, -7.6218, 0.7851], [0.3033, -8.9825, 0.2078], [-0.7311, -8.7748, -0.8893], [-1.4898, -7.4658, -0.5231], [-0.8413, -7.0519, 0.8100], [1.1426, -7.7973, 2.1102], [3.9440, -2.8724, -1.0123], [2.9004, -2.7388, 0.3142], [2.1109, -2.6132, -1.2223], [3.6600, -5.2347, -0.2809], [2.7975, -4.9732, -1.8265], [0.6283, -4.9278, -0.4637], [1.5540, -4.9944, 1.0351], [2.4073, -7.3475, -0.0538], [1.1623, -6.9821, -1.1587], [-0.1146, -9.6901, 0.9520], [1.3256, -9.2858, -0.0953], [-1.4064, -9.6756, -0.9284], [-0.2459, -8.7163, -1.8942], [-2.5719, -7.6014, -0.4900], [-1.2638, -6.7097, -1.2681], [-1.3360, -7.5524, 1.6575], [-0.8273, -6.0028, 1.0645], [1.8899, -8.5709, 2.0433], [0.3332, -8.1662, 2.7766], [1.5503, -6.8236, 2.3551], [2.1085, -3.4899, -4.4919], [2.3625, -2.5640, -5.6911], [2.5158, -1.1359, -5.1760], [3.9989, -0.9292, -4.6809], [4.3255, 0.2379, -3.8410], [3.8142, 1.5348, -4.4572], [4.7401, 2.6403, -3.9215], [5.9574, 1.9725, -3.2854], [5.8148, 0.4510, -3.5767], [3.6279, 0.0898, -2.4962], [2.0278, -4.5678, -4.7899], [1.1829, -3.2196, -4.0456], [2.8845, -3.3874, -3.7239], [1.5401, -2.6622, -6.3890], [3.2902, -2.8623, -6.1996], [1.7907, -0.8549, -4.4080], [2.3119, -0.4934, -6.0098], [4.5605, -0.8258, -5.6314], [4.3662, -1.7602, -4.1390], [2.7492, 1.5700, -4.2713], [3.9106, 1.4607, -5.5294], [4.3239, 3.1961, -3.1205], [4.9121, 3.3662, -4.7001], [5.8209, 2.0717, -2.2169], [6.9288, 2.3442, -3.6133], [6.0766, -0.2915, -2.7848], [6.3249, 0.1500, -4.5270], [2.5330, -0.1804, -2.5379], [3.6662, 1.0027, -1.9385], [4.1210, -0.7632, -2.0067], [-6.3533, -0.2043, -2.4663], [-7.1783, -1.0288, -3.4846], [-7.7315, -2.3015, -2.7936], [-6.6554, -3.0277, -1.9202], [-7.2317, -4.3051, -1.1520], [-6.0729, -5.2902, -0.8979], [-6.8001, -6.6321, -0.6905], [-8.0798, -6.5617, -1.4226], [-8.1862, -5.1103, -2.0325], [-7.9011, -3.9394, 0.1176], [-5.4438, -0.7896, -2.1365], [-6.8173, 0.0146, -1.4959], [-6.0018, 0.7466, -2.8054], [-6.4847, -1.3814, -4.2799], [-8.0707, -0.5618, -3.9790], [-8.0602, -3.0176, -3.5811], [-8.6077, -2.0755, -2.1881], [-6.4029, -2.4026, -1.0573], [-5.8122, -3.5092, -2.3850], [-5.4546, -4.9430, -0.0968], [-5.5519, -5.3456, -1.8295], [-6.9172, -6.8633, 0.3557], [-6.0699, -7.3624, -1.1303], [-8.9754, -6.6576, -0.8244], [-8.1700, -7.2799, -2.2582], [-9.1908, -4.7027, -2.0576], [-7.8053, -5.0769, -3.0777], [-8.3374, -4.8466, 0.5358], [-8.7850, -3.2967, -0.1095], [-7.1662, -3.4547, 0.7963], [-0.3190, -3.7857, 7.7813], [-0.8858, -2.5902, 7.0213], [-2.3905, -2.8645, 6.6712], [-3.2240, -1.8020, 6.1257], [-2.5892, -1.3549, 4.8803], [-3.5777, -0.7065, 7.0869], [-4.8695, -0.1078, 6.5381], [-5.4525, -1.2026, 5.6402], [-4.5540, -2.4048, 5.8621], [-0.2241, -4.7129, 7.1357], [-0.9805, -4.1474, 8.5819], [0.5935, -3.5136, 8.3307], [-0.2938, -2.4289, 6.1169], [-0.7995, -1.6933, 7.5945], [-2.9560, -3.1964, 7.5568], [-2.4201, -3.7464, 5.9963], [-2.2555, -2.2714, 4.3798], [-1.6880, -0.7417, 5.1307], [-3.2202, -0.7534, 4.2656], [-2.7302, -0.0074, 7.1964], [-3.7314, -1.2604, 8.0307], [-4.7498, 0.8718, 6.0024], [-5.5377, 0.1206, 7.3855], [-5.4424, -0.8948, 4.5753], [-6.4814, -1.4125, 5.9389], [-4.4040, -3.1242, 5.0658], [-4.9296, -2.9313, 6.7377], [-10.8553, 1.8971, -3.8624], [-10.2082, 3.2297, -3.3959], [-10.3906, 4.2821, -4.4703], [-9.6783, 5.5932, -4.1340], [-10.2122, 6.6195, -5.1143], [-8.1535, 5.4880, -4.2008], [-7.6014, 5.8997, -2.8722], [-8.7516, 5.6641, -1.8678], [-9.9594, 6.0514, -2.6872], [-11.9629, 2.0373, -3.9449], [-10.7855, 1.1775, -3.0768], [-10.4069, 1.5066, -4.7533], [-9.0738, 3.1071, -3.3126], [-10.5322, 3.5072, -2.3798], [-11.4686, 4.4059, -4.5546], [-9.9795, 3.8976, -5.3922], [-9.8072, 7.6060, -4.9133], [-11.3050, 6.6310, -5.0679], [-9.8289, 6.1959, -6.0531], [-7.8417, 6.0712, -5.0328], [-7.9378, 4.4863, -4.5343], [-7.2965, 6.9251, -2.8663], [-6.6989, 5.3093, -2.6690], [-8.5547, 6.1540, -0.9032], [-8.8435, 4.6564, -1.5420], [-9.9825, 7.1473, -2.7949], [-10.9484, 5.7209, -2.3021], [-0.6983, 1.3714, -7.2118], [-0.1443, 2.1190, -8.4413], [-1.3748, 2.8348, -9.0425], [-1.0764, 3.4489, -10.4021], [-2.3083, 4.0706, -10.9167], [-0.6428, 2.3462, -11.4572], [0.7904, 2.6706, -11.8535], [0.8327, 4.2121, -11.7502], [0.0843, 4.4283, -10.3915], [-1.3429, 0.5090, -7.5564], [-1.3194, 1.9209, -6.5472], [0.0328, 1.0045, -6.5190], [0.3498, 1.4290, -9.1561], [0.5235, 2.9106, -8.1336], [-1.7692, 3.5636, -8.3169], [-2.1627, 2.0551, -9.2368], [-2.8128, 4.6740, -10.1143], [-3.0410, 3.2886, -11.1467], [-2.0645, 4.7694, -11.6979], [-1.3304, 2.5017, -12.3382], [-0.7971, 1.3617, -11.0830], [1.0577, 2.2228, -12.7937], [1.5269, 2.1875, -11.1881], [0.4238, 4.8448, -12.5390], [1.8069, 4.6538, -11.6571], [-0.3362, 5.4400, -10.2974], [0.6791, 4.3276, -9.4542], [6.0033, 6.1780, 5.6267], [7.4563, 5.7110, 5.6241], [8.3026, 6.5643, 6.6431], [9.6586, 6.1663, 7.0204], [10.4978, 6.3355, 5.7402], [9.7431, 4.7383, 7.5315], [11.0391, 4.6839, 8.3395], [11.4594, 6.1570, 8.5798], [10.3024, 7.0182, 8.0941], [5.4684, 5.3975, 5.1519], [5.8402, 7.1723, 5.2142], [5.5849, 6.3193, 6.6330], [7.7809, 5.8052, 4.5767], [7.4698, 4.6553, 5.9811], [7.6764, 6.6598, 7.5902], [8.5053, 7.5702, 6.2864], [10.3674, 7.3559, 5.3446], [10.0161, 5.7437, 4.9695], [11.4956, 6.1393, 6.0819], [9.6597, 4.1376, 6.6346], [8.8050, 4.5731, 8.0661], [11.7894, 4.0532, 7.8635], [10.6849, 4.1761, 9.2718], [12.3851, 6.3870, 8.0802], [11.7696, 6.3344, 9.6446], [10.5865, 7.9844, 7.6698], [9.5886, 7.1273, 8.8836], [-4.5122, 6.4974, 4.3648], [-3.3262, 7.3900, 3.9629], [-2.1713, 6.5740, 3.3729], [-0.9922, 7.3862, 2.9158], [-0.0568, 6.4298, 2.2542], [-0.2331, 8.0401, 4.0023], [0.7380, 9.0084, 3.3948], [0.2396, 9.1277, 1.9434], [-1.2067, 8.5016, 1.9903], [-5.3050, 7.2232, 4.6182], [-4.2512, 5.8662, 5.2282], [-4.8124, 5.7887, 3.5931], [-3.0757, 7.9773, 4.8663], [-3.7165, 8.0760, 3.1946], [-2.5981, 6.1533, 2.4798], [-1.7265, 5.8456, 4.0715], [-0.4108, 6.2222, 1.2414], [-0.0217, 5.4680, 2.6957], [0.9832, 6.7321, 2.1709], [0.1964, 7.1637, 4.5656], [-0.8985, 8.5133, 4.6871], [1.7877, 8.6300, 3.4526], [0.6859, 9.9473, 3.9432], [0.8449, 8.5948, 1.2067], [0.1696, 10.1922, 1.6807], [-1.5043, 8.1364, 1.0337], [-1.8025, 9.2514, 2.5229], [11.6226, -8.1025, 3.8295], [11.2223, -6.7195, 4.3043], [9.8464, -6.8960, 4.8191], [9.0647, -5.5458, 5.0867], [9.9216, -4.7406, 5.9749], [7.6016, -5.6841, 5.6203], [6.6962, -4.8285, 4.7221], [7.7008, -3.8815, 4.0076], [8.8772, -4.7828, 3.7201], [12.6086, -7.9918, 3.4185], [10.9658, -8.5022, 3.0498], [11.6267, -8.8577, 4.6585], [11.2715, -5.9046, 3.5411], [11.9237, -6.3348, 5.0637], [9.7645, -7.3851, 5.8145], [9.2116, -7.5328, 4.1409], [10.0520, -5.3128, 6.9022], [9.3236, -3.8456, 6.2178], [10.9013, -4.5853, 5.4967], [7.7338, -5.4268, 6.6731], [7.3726, -6.7822, 5.6284], [6.0004, -4.3116, 5.3913], [6.2056, -5.5094, 3.9997], [7.9482, -3.1846, 4.7808], [7.3031, -3.3383, 3.1509], [9.8390, -4.3099, 3.3922], [8.4708, -5.4443, 2.9556], [-3.1831, -6.3572, -4.7212], [-3.4195, -7.4714, -5.5104], [-3.1421, -6.7881, -3.3934], [-2.0192, -5.9042, -5.0393], [-4.5366, -5.0926, -4.8096], [-4.4143, -4.6242, -6.1270], [-5.7009, -5.6169, -4.2426], [-3.9623, -4.0419, -3.6791], [-3.0921, -2.7188, -4.0945], [-2.2867, -2.8164, -5.2564], [-3.7572, -1.4812, -3.8009], [-1.7458, -2.8297, -2.7957], [-2.2972, -2.6061, -1.5768], [-1.0545, -4.0121, -2.7831], [-0.8738, -1.8647, -3.1253], [2.2711, 2.4321, 3.3094], [3.5615, 2.6743, 3.6277], [1.5116, 2.6487, 4.3917], [1.9873, 3.2934, 2.3472], [2.1488, 0.6468, 2.8256], [3.1537, 0.4487, 1.8308], [2.3324, -0.0498, 4.0806], [0.6622, 0.5782, 2.3834], [0.1065, -0.4264, 1.3170], [0.8297, -0.5575, 0.0559], [-0.5403, -1.5877, 1.8963], [-1.4331, 0.4920, 0.7163], [-2.2340, 0.7148, 1.7323], [-1.1796, 1.6180, 0.0496], [-1.9296, -0.4296, -0.1134]],
  "atomic_forces_ev_per_a": [[0.94, -0.95, -0.95], [-1.64, -0.71, 0.05], [-1.27, -0.08, 1.18], [0.83, -0.36, -0.89], [0.12, 0.46, -0.55], [0.51, -0.47, -0.69], [-0.41, -1.10, -1.17], [0.94, -0.07, -0.03], [-1.24, -0.44, 0.75], [-0.98, 0.26, 0.39], [-0.75, 0.17, -0.30], [-0.30, 0.14, 1.29], [0.54, -0.39, 0.04], [0.44, 0.62, -0.25], [0.18, 0.11, 0.63], [0.55, 0.41, 0.05], [0.28, 0.16, -0.60], [0.25, 0.17, 0.27], [-0.43, -0.51, -0.19], [0.55, 0.73, 0.03], [-0.83, -0.40, -0.08], [0.64, 1.01, 0.01], [-0.50, 0.06, 0.78], [0.22, 0.11, 0.24], [-0.21, 0.13, -0.18], [0.03, 0.07, -0.31], [0.13, 0.38, -0.26], [0.45, -0.01, -0.03], [0.75, 0.52, -0.11], [0.10, -0.12, 0.72], [0.58, -1.10, -0.77], [0.42, -0.61, 1.18], [0.83, 0.39, 0.53], [-0.62, 0.23, -2.16], [-1.57, 1.40, 0.88], [0.77, -0.32, 0.04], [-0.47, -0.25, -0.24], [-0.04, -1.58, 0.01], [0.01, -0.65, -1.13], [-0.75, -1.48, -0.12], [0.21, 0.92, 0.23], [-0.90, 0.20, 0.47], [0.01, -0.11, -0.14], [-0.10, 0.17, -0.17], [-0.26, 0.07, -0.09], [-0.08, -0.42, 0.05], [0.17, 0.75, -0.42], [0.15, -0.08, 0.71], [0.24, -1.13, 0.40], [-0.12, 0.36, 0.37], [0.28, -0.21, -0.36], [-0.99, 0.56, 0.55], [0.47, 0.02, -0.33], [0.56, 0.29, 0.27], [-0.18, -0.03, 0.15], [0.10, 0.93, -0.53], [-0.32, 0.30, 0.80], [1.20, 0.32, -0.59], [0.48, 0.42, 0.35], [-0.15, 0.58, 0.16], [0.57, -0.92, 0.83], [0.15, -0.69, 0.32], [0.86, -1.32, -0.51], [-1.96, -0.76, 1.52], [0.16, 0.69, -1.19], [-2.26, -0.04, -0.37], [2.74, -0.44, 0.16], [-1.90, 1.00, -2.17], [1.28, -0.99, -0.39], [-0.64, 0.35, -0.15], [-0.80, 0.65, -0.84], [-0.69, -0.14, -0.27], [0.26, 0.52, -0.64], [-0.44, 0.44, 0.39], [1.01, 0.11, 0.55], [0.13, 0.58, 0.46], [0.00, 0.13, 0.20], [0.49, 0.02, -0.46], [0.42, 0.82, -0.79], [0.31, 0.28, 0.44], [0.56, 0.18, -0.46], [-0.07, -0.15, 0.35], [-0.96, 0.20, 0.51], [0.04, -0.52, 0.47], [0.09, 0.28, 0.52], [0.00, 0.19, 0.40], [0.03, -0.07, 0.86], [0.32, 0.04, 0.30], [0.93, -0.14, 0.20], [-0.66, -0.34, -0.42], [-0.35, -1.18, 0.27], [-1.07, -0.57, -0.67], [1.34, -1.78, 1.54], [-0.06, 0.00, -0.08], [1.77, 0.38, -0.08], [0.81, 0.16, 0.49], [-0.25, 1.14, 0.34], [-0.59, 0.18, -1.00], [-0.78, 0.15, -0.34], [0.40, 1.24, 0.54], [-0.15, 0.41, -0.14], [0.00, -0.30, -0.68], [-0.16, 0.00, -0.05], [0.01, 0.64, 0.60], [0.60, 0.06, 0.04], [-0.11, 0.69, 0.07], [-0.12, 0.51, -0.28], [-0.70, -0.60, -0.18], [-0.62, 0.22, -0.33], [-0.42, -0.38, -0.03], [-0.03, 0.61, -0.25], [0.19, -1.02, 0.41], [0.26, -0.14, -0.36], [-0.16, -0.15, 0.60], [0.13, -0.13, -0.30], [-0.40, 0.03, -0.30], [0.51, -0.11, 0.20], [-1.15, 1.42, 1.00], [2.12, -0.97, -0.14], [-0.06, -0.27, 1.38], [-1.15, 0.24, 0.87], [0.54, -1.06, -0.22], [-1.05, -0.42, -0.79], [0.30, -1.12, 0.72], [0.80, 0.19, 0.03], [-0.61, 1.19, 0.03], [0.88, -0.05, -0.47], [0.38, -0.62, 0.50], [0.04, -0.13, -0.58], [-1.31, -0.29, 0.14], [-0.27, 0.04, -0.62], [0.06, 0.77, -0.36], [0.05, 0.17, -0.40], [0.15, -0.04, 0.02], [0.30, -0.02, -0.07], [-0.58, 0.73, -0.14], [0.29, 0.90, -0.52], [0.16, -0.57, 0.45], [0.01, 0.73, -0.04], [-0.26, 0.10, 0.17], [-0.56, 0.63, -0.59], [0.16, -1.16, -0.19], [-0.18, -0.33, 0.29], [0.71, 0.04, -0.55], [-0.40, -1.60, -1.05], [-1.25, 0.20, 0.52], [0.25, -1.63, -0.69], [0.54, -0.98, 0.01], [-1.42, 0.82, 1.48], [-0.50, 1.32, -1.12], [0.12, 0.30, 0.43], [-0.05, -0.03, 1.60], [-0.08, 1.14, -0.08], [0.83, 0.73, 0.43], [-0.77, 1.14, 0.13], [0.82, -0.53, -0.08], [-0.29, 0.47, 0.49], [0.59, -0.14, 0.14], [0.20, 0.05, -0.65], [0.54, 0.89, 0.17], [0.76, -0.43, -0.50], [0.38, 0.24, -0.48], [-0.10, -0.20, -0.67], [0.75, -0.18, 0.97], [-0.23, -0.61, 0.55], [-0.26, 0.20, -0.76], [-0.36, 0.52, 0.23], [-0.66, -0.70, -0.21], [0.79, -0.25, 0.20], [-0.03, -0.28, -0.20], [-0.20, -0.48, -1.10], [0.32, 0.82, 1.40], [0.71, 0.31, 1.03], [-2.00, 0.87, 0.82], [0.79, -0.37, -1.32], [-1.21, 0.51, 0.77], [-0.26, 0.98, -1.05], [-1.29, -0.72, 1.06], [0.81, -0.36, 1.14], [0.25, -0.45, -0.13], [-0.99, -0.34, -0.73], [0.19, -0.19, -0.68], [0.25, -0.52, 0.03], [0.40, -0.31, 0.48], [0.11, 0.61, -0.56], [0.87, -0.18, -1.04], [-0.82, 0.29, -0.22], [0.35, -0.13, 0.70], [0.68, -0.74, 0.10], [0.58, -0.35, -0.80], [0.39, -0.44, -0.02], [0.33, 0.05, 0.44], [0.04, 0.24, 0.10], [0.99, 0.44, -0.45], [0.25, 0.04, -0.62], [-0.85, -0.05, -0.84], [-0.13, -0.16, 0.15], [-0.61, 0.28, 0.37], [0.41, 0.18, 0.46], [-0.14, 0.08, 0.23], [-0.44, 1.12, 0.76], [0.93, -0.87, -0.24], [0.24, -0.48, -1.57], [0.74, -2.31, 2.21], [1.07, -0.47, -0.37], [-0.91, 0.75, -0.31], [1.70, 1.65, 0.48], [0.01, -0.88, -0.01], [-0.21, 0.43, -0.04], [-0.20, 0.33, -0.26], [0.20, -0.19, -0.56], [0.36, -0.04, 0.23], [0.24, -0.79, -0.36], [-0.56, 0.08, -0.36], [-0.09, 0.29, 0.01], [-0.34, -0.75, 1.12], [-0.24, 0.57, 0.26], [-0.03, 1.09, -0.29], [-0.75, 0.38, 0.27], [-0.82, 0.40, -0.08], [0.11, 0.02, -0.21], [0.06, 0.34, 0.19], [0.05, -0.47, -0.29], [-0.81, 0.10, -0.52], [-0.56, -0.41, -0.66], [0.38, -0.52, 0.15], [0.42, 0.80, 0.02], [-2.99, 0.17, 1.25], [0.13, -0.67, -2.95], [-0.56, 0.22, 0.67], [1.64, -1.65, 0.18], [0.64, -0.49, -0.01], [-0.63, -0.17, 0.95], [0.08, 0.16, 0.57], [0.55, -0.52, -0.18], [0.06, 0.25, 0.06], [0.15, 0.80, -0.62], [-0.14, -1.03, -0.01], [-0.27, -0.56, 0.00], [0.50, 0.11, -0.58], [0.51, 0.94, 0.43], [0.10, 0.18, -0.18], [0.91, -0.06, -0.11], [-0.65, 0.36, 0.33], [-0.65, 0.39, -0.14], [0.09, 1.01, -0.24], [-0.17, -0.03, -0.63], [-0.08, 0.56, 0.44], [0.37, 0.96, 0.14], [0.07, -0.22, 0.01], [-1.03, -0.44, 0.45], [0.74, -0.67, 0.10], [-1.48, -2.71, 0.71], [-0.01, 1.66, 1.24], [0.12, 0.14, -1.20], [0.86, 0.71, -0.16], [3.84, 2.02, 1.35], [-0.60, 0.44, -1.56], [-2.21, -1.41, 0.68], [0.19, 0.97, -1.15], [-0.02, -2.10, 1.42], [0.24, 0.01, -1.40], [-0.22, -0.14, 0.09], [-0.90, -0.30, -0.18], [1.03, -0.29, -0.58], [-0.79, 1.09, 0.23], [0.05, -0.14, 0.78], [1.01, -0.56, 0.59], [-0.43, -0.21, 0.25], [0.07, 0.37, -0.47], [-0.77, 0.27, -0.35], [0.84, -0.69, 1.86], [0.07, 0.12, -0.69], [0.03, 0.48, -0.52], [-0.45, 0.08, -0.66], [-1.67, 0.60, -1.82], [0.11, -0.23, 1.46], [0.95, 0.12, 0.04], [2.41, -1.52, -0.02], [-1.01, 0.46, 0.27], [-0.31, -0.03, 0.18], [-0.91, 0.75, -0.12]],
  "e_tot_ha": -7103.62653,
  "charge": 7,
  "max_force_ev_per_a": 4.54,
  "homo_lumo_gap_ev": 8.759
}